C25H31N3O2S | ωB97M-V/def2-TZVPD

Properties
Strongest force on any atom in eV/A: 0.671
HOMO in eV: -8.16
Molecular weight in g/mol: 437.609
Frontier orbital gap in eV: 8.81
Electronic energy in eV: -45830.3411
SMILES: O=C(NCCCN1CCCC1)[C@H](CSCc1ccccc1)N1Cc2ccccc2C1=O

Each line ends with the Mulliken charge.
CARTESIAN COORDINATES (ANGSTROEM)
O (1.775, 0.149, -2.714)  -0.725
C (0.941, 0.114, -1.832)  0.117
N (-0.029, 1.019, -1.652)  0.134
C (-0.131, 2.236, -2.423)  -1.212
C (-0.214, 3.451, -1.501)  0.034
C (1.033, 3.559, -0.607)  -0.128
N (1.048, 4.604, 0.391)  0.012
C (1.027, 5.971, -0.098)  -0.872
C (-0.434, 6.460, -0.049)  -0.538
C (-1.100, 5.554, 0.996)  -0.764
C (0.001, 4.547, 1.397)  -0.442
C (0.894, -1.001, -0.759)  0.707
C (2.152, -1.853, -0.841)  -0.885
S (2.232, -3.149, 0.435)  -0.207
C (2.939, -2.212, 1.842)  -1.267
C (2.043, -1.105, 2.292)  0.410
C (0.786, -1.393, 2.813)  -0.088
C (-0.067, -0.372, 3.187)  -0.791
C (0.329, 0.948, 3.050)  -0.375
C (1.580, 1.245, 2.537)  -0.577
C (2.433, 0.222, 2.156)  -0.102
N (-0.325, -1.770, -0.862)  0.694
C (-0.459, -3.002, -1.606)  -0.253
C (-1.888, -3.372, -1.366)  0.009
C (-2.616, -4.461, -1.798)  -0.840
C (-3.946, -4.555, -1.411)  -0.448
C (-4.533, -3.584, -0.610)  -0.638
C (-3.806, -2.489, -0.175)  -0.263
C (-2.479, -2.397, -0.561)  0.283
C (-1.477, -1.358, -0.274)  0.216
O (-1.609, -0.302, 0.329)  -0.753
H (-0.673, 0.897, -0.874)  0.166
H (0.756, 2.286, -3.060)  0.491
H (-1.021, 2.194, -3.063)  0.313
H (-1.103, 3.354, -0.876)  0.264
H (-0.317, 4.347, -2.113)  0.242
H (1.914, 3.703, -1.241)  0.322
H (1.164, 2.612, -0.074)  -0.394
H (1.465, 6.036, -1.093)  0.418
H (1.636, 6.573, 0.585)  0.420
H (-0.485, 7.512, 0.228)  0.396
H (-0.912, 6.348, -1.022)  0.209
H (-1.965, 5.042, 0.577)  0.269
H (-1.437, 6.120, 1.863)  0.376
H (-0.377, 3.531, 1.505)  -0.037
H (0.444, 4.852, 2.352)  0.544
H (0.850, -0.496, 0.215)  -0.756
H (2.216, -2.356, -1.805)  0.390
H (3.026, -1.213, -0.730)  0.584
H (3.065, -2.966, 2.619)  0.458
H (3.918, -1.844, 1.531)  0.410
H (0.477, -2.425, 2.903)  0.419
H (-1.045, -0.606, 3.580)  0.413
H (-0.339, 1.744, 3.341)  0.434
H (1.893, 2.273, 2.424)  0.484
H (3.406, 0.458, 1.748)  0.327
H (0.224, -3.770, -1.226)  0.263
H (-0.244, -2.841, -2.670)  0.327
H (-2.166, -5.220, -2.420)  0.466
H (-4.534, -5.400, -1.738)  0.395
H (-5.570, -3.687, -0.326)  0.413
H (-4.246, -1.725, 0.446)  0.522